1.
This record from OMol25 describes a 11-piece molecular cluster, C36H96N3O11Si overall. The level of theory is the ωB97M-V functional and the def2-TZVPD basis.

Element x y z (Å)
C 7.194 0.302 2.790
Si 6.522 0.249 1.060
C 6.773 -1.417 0.300
C 7.429 1.522 0.055
N 4.756 0.740 1.058
C 4.384 2.168 1.232
O 3.436 2.539 0.281
C 2.282 1.775 0.547
N 2.525 0.347 0.328
C 3.741 -0.094 0.859
N 3.853 -1.383 1.154
H 6.988 1.265 3.268
H 8.283 0.219 2.704
H 6.828 -0.495 3.442
H 6.648 -1.382 -0.787
H 7.819 -1.677 0.499
H 6.154 -2.205 0.721
H 7.151 1.484 -1.002
H 7.291 2.543 0.417
H 8.494 1.284 0.149
H 3.956 2.274 2.237
H 5.267 2.794 1.148
H 1.963 1.888 1.590
H 1.469 2.116 -0.090
H 2.476 0.114 -0.661
H 3.318 -2.072 0.646
H 4.439 -1.704 1.908
C 6.984 -6.094 2.586
C 5.695 -5.330 2.347
C 4.480 -6.240 2.338
O 5.776 -4.592 1.115
H 7.144 -6.827 1.790
H 7.844 -5.427 2.589
H 6.947 -6.626 3.537
H 5.574 -4.568 3.123
H 4.572 -6.978 1.537
H 3.563 -5.676 2.171
H 4.378 -6.771 3.284
H 5.890 -5.233 0.403
C -1.381 -1.365 2.095
C -0.878 0.038 2.381
C -1.084 0.974 1.204
O 0.520 0.000 2.725
H -0.848 -1.791 1.238
H -1.216 -2.018 2.952
H -2.447 -1.358 1.863
H -1.387 0.431 3.262
H -0.510 0.595 0.349
H -0.720 1.974 1.441
H -2.125 1.060 0.899
H 0.971 -0.352 1.948
C -4.542 5.158 1.164
C -3.189 4.488 1.331
C -2.054 5.501 1.336
O -2.980 3.512 0.310
H -4.576 5.691 0.209
H -5.346 4.424 1.175
H -4.729 5.878 1.962
H -3.176 3.924 2.267
H -2.028 6.038 0.385
H -1.092 5.002 1.462
H -2.178 6.227 2.141
H -2.977 3.971 -0.541
C -9.863 3.953 1.642
C -8.389 3.785 1.312
C -8.072 2.387 0.814
O -7.583 4.112 2.448
H -10.153 3.261 2.438
H -10.066 4.967 1.989
H -10.488 3.751 0.771
H -8.104 4.511 0.548
H -8.305 1.649 1.589
H -7.013 2.304 0.571
H -8.644 2.146 -0.081
H -7.807 3.490 3.150
C -5.125 1.526 -3.451
C -6.569 1.637 -2.990
C -7.525 1.778 -4.160
O -6.708 2.736 -2.086
H -4.830 2.428 -3.993
H -4.467 1.430 -2.585
H -4.975 0.662 -4.099
H -6.824 0.752 -2.404
H -7.302 2.683 -4.732
H -8.555 1.851 -3.809
H -7.449 0.924 -4.835
H -6.493 3.541 -2.571
C -2.829 -2.276 -1.418
C -4.181 -1.660 -1.092
C -4.768 -2.232 0.189
O -5.090 -1.828 -2.177
H -2.931 -3.354 -1.569
H -2.426 -1.845 -2.335
H -2.117 -2.111 -0.607
H -4.069 -0.578 -0.987
H -4.929 -3.309 0.081
H -5.730 -1.768 0.406
H -4.104 -2.073 1.040
H -5.233 -2.772 -2.307
C 12.475 -6.198 1.282
C 11.322 -5.283 1.658
C 11.693 -4.345 2.796
O 10.161 -6.045 1.995
H 12.754 -6.823 2.135
H 12.190 -6.856 0.462
H 13.353 -5.625 0.981
H 11.025 -4.697 0.786
H 11.950 -4.919 3.690
H 10.855 -3.693 3.045
H 12.552 -3.725 2.534
H 10.381 -6.587 2.761
C 0.191 3.559 -3.427
C -1.273 3.669 -3.034
C -2.181 3.824 -4.241
O -1.472 4.749 -2.120
H 0.514 4.464 -3.950
H 0.819 3.446 -2.542
H 0.358 2.708 -4.089
H -1.568 2.779 -2.473
H -1.936 4.735 -4.795
H -3.216 3.899 -3.912
H -2.091 2.976 -4.920
H -1.235 5.573 -2.561
C 0.983 -3.692 6.045
C 2.046 -4.672 5.578
C 3.450 -4.120 5.774
O 1.838 -5.031 4.211
H 1.045 -2.764 5.468
H -0.012 -4.112 5.900
H 1.107 -3.445 7.099
H 1.946 -5.609 6.129
H 3.575 -3.203 5.188
H 4.196 -4.842 5.439
H 3.642 -3.882 6.820
H 1.910 -4.225 3.688
C -5.720 2.239 -8.472
C -7.169 2.394 -8.036
C -8.109 2.497 -9.225
O -7.317 3.524 -7.177
H -5.405 3.112 -9.052
H -5.067 2.159 -7.602
H -5.585 1.352 -9.092
H -7.454 1.539 -7.420
H -7.862 3.376 -9.827
H -9.140 2.599 -8.889
H -8.037 1.616 -9.865
H -7.080 4.312 -7.678

Frontier orbital gap (eV): 7.963
Electronic energy (Ha): -2710.4530
Net charge: +1
LUMO level (eV): -3.10
F_max (eV/A): 0.8
2S+1: 1

2.
This record from OMol25 describes C36H99F2N10O13PbS2 as an isolated structure at a distorted geometry. The level of theory is the ωB97M-V functional and the def2-TZVPD basis.

Element x y z (Å)
Pb 0.875 -2.335 -3.153
N 0.142 -1.222 -1.069
S -1.266 -1.230 -0.436
O -2.000 -0.001 -0.501
O -1.560 -2.153 0.619
F -1.943 -2.037 -1.694
S 0.816 -0.153 0.040
O 0.592 -0.324 1.439
O 0.793 1.188 -0.459
F 2.303 -0.669 -0.100
C 3.520 5.533 5.773
C 3.508 5.308 4.283
C 2.415 4.320 3.864
O 2.453 4.261 2.441
C 1.418 3.492 1.891
N 3.316 6.591 3.584
H 2.523 5.765 6.148
H 4.192 6.347 6.051
H 3.902 4.666 6.320
H 4.399 4.783 3.908
H 1.393 4.502 4.217
H 2.680 3.337 4.281
H 1.466 2.425 2.135
H 1.616 3.557 0.820
H 0.386 3.810 2.059
H 4.228 7.031 3.484
H 3.061 6.355 2.626
C -1.285 -1.976 4.322
C -2.688 -1.371 4.179
C -2.649 0.127 3.945
O -2.221 0.766 5.125
C -1.918 2.126 4.978
N -3.474 -2.012 3.114
H -0.685 -1.654 3.465
H -1.378 -3.056 4.421
H -0.745 -1.584 5.185
H -3.268 -1.566 5.086
H -3.606 0.548 3.630
H -1.910 0.300 3.147
H -1.265 2.301 4.110
H -1.279 2.480 5.790
H -2.837 2.715 4.945
H -2.795 -2.125 2.353
H -3.638 -2.997 3.315
C -2.373 -3.417 -6.254
C -1.378 -2.717 -5.323
C -1.852 -1.394 -4.803
O -0.760 -0.747 -4.138
C -1.152 0.537 -3.606
N -1.144 -3.641 -4.169
H -3.352 -3.576 -5.807
H -1.932 -4.343 -6.624
H -2.557 -2.844 -7.170
H -0.444 -2.664 -5.895
H -2.775 -1.481 -4.228
H -2.057 -0.737 -5.657
H -1.384 1.128 -4.500
H -0.346 0.971 -3.023
H -2.103 0.502 -3.077
H -2.069 -3.761 -3.733
H -0.917 -4.569 -4.520
C 4.244 1.887 -0.361
C 5.309 0.794 -0.329
C 5.919 0.644 -1.710
O 6.851 -0.426 -1.691
C 7.275 -0.762 -2.997
N 6.297 1.112 0.707
H 3.762 1.957 0.615
H 3.476 1.689 -1.110
H 4.674 2.868 -0.571
H 4.861 -0.160 -0.038
H 6.424 1.565 -2.041
H 5.160 0.520 -2.499
H 7.950 -1.615 -2.965
H 7.801 0.072 -3.474
H 6.401 -1.022 -3.608
H 6.810 1.959 0.470
H 6.999 0.375 0.632
C -5.232 -0.515 0.624
C -5.905 0.097 -0.602
C -5.005 0.129 -1.814
O -5.636 0.780 -2.916
C -4.666 1.198 -3.855
N -7.171 -0.613 -0.879
H -4.435 0.152 0.946
H -4.846 -1.532 0.527
H -6.043 -0.568 1.352
H -6.191 1.125 -0.360
H -4.755 -0.896 -2.130
H -4.100 0.667 -1.507
H -4.087 0.339 -4.225
H -3.969 1.895 -3.376
H -5.226 1.620 -4.687
H -6.973 -1.610 -0.955
H -7.469 -0.334 -1.813
C -4.131 6.523 -1.913
C -2.605 6.778 -1.878
C -1.826 5.468 -2.026
O -2.187 4.711 -0.888
C -1.511 3.489 -0.789
N -2.288 7.638 -3.039
H -4.682 7.463 -1.973
H -4.511 5.977 -1.050
H -4.346 5.991 -2.844
H -2.301 7.302 -0.974
H -0.763 5.727 -2.076
H -2.114 5.018 -2.984
H -2.122 2.665 -0.405
H -0.696 3.573 -0.058
H -1.035 3.051 -1.675
H -2.816 7.329 -3.849
H -2.629 8.576 -2.857
C 5.667 2.187 4.630
C 5.150 0.763 4.514
C 3.753 0.723 3.895
O 2.841 1.023 4.963
C 1.514 0.691 4.655
N 6.117 0.063 3.617
H 6.631 2.233 5.123
H 4.931 2.757 5.213
H 5.638 2.715 3.672
H 5.185 0.286 5.492
H 3.482 -0.296 3.600
H 3.669 1.484 3.112
H 1.315 -0.392 4.623
H 1.298 1.074 3.649
H 0.786 1.036 5.389
H 5.769 -0.888 3.484
H 5.999 0.494 2.694
C -4.586 -6.168 -2.890
C -3.816 -5.353 -1.856
C -2.394 -5.840 -1.582
O -1.733 -5.073 -0.581
C -2.418 -4.840 0.628
N -3.890 -3.943 -2.245
H -4.786 -7.208 -2.630
H -4.025 -6.179 -3.829
H -5.561 -5.721 -3.082
H -4.399 -5.511 -0.940
H -1.754 -5.923 -2.459
H -2.483 -6.850 -1.157
H -2.895 -5.737 1.041
H -3.236 -4.123 0.503
H -1.741 -4.414 1.360
H -4.823 -3.549 -2.220
H -3.385 -3.387 -1.555
C 1.726 -5.564 0.266
C 1.623 -4.257 -0.501
C 3.044 -3.792 -0.874
O 3.008 -2.780 -1.862
C 4.262 -2.549 -2.450
N 0.819 -4.487 -1.723
H 2.376 -5.416 1.141
H 2.241 -6.351 -0.290
H 0.769 -5.888 0.668
H 1.176 -3.524 0.174
H 3.643 -4.645 -1.210
H 3.511 -3.501 0.072
H 4.978 -2.114 -1.744
H 4.298 -1.835 -3.280
H 4.722 -3.425 -2.926
H -0.133 -4.757 -1.375
H 1.186 -5.334 -2.155

Energy above the lowest of the compared OMol25 structures with the same formula, charge and spin (kJ/mol): 305.50
Frontier orbital gap (eV): 6.404
Electronic energy (Ha): -4145.2780
Net charge: +1
LUMO level (eV): -3.87
F_max (eV/A): 7.2
2S+1: 1

3.
This record from OMol25 describes a 13-piece molecular cluster, C37H108N18O13 overall at a distorted geometry. The level of theory is the ωB97M-V functional and the def2-TZVPD basis.

Element x y z (Å)
C 15.664 0.529 11.904
O 15.536 1.083 10.798
N 16.891 0.121 12.406
N 14.619 0.311 12.765
H 17.700 0.224 11.814
H 16.903 -0.589 13.120
H 14.785 -0.270 13.576
H 13.676 0.404 12.426
C 11.125 -0.023 10.832
O 11.705 0.195 11.910
N 11.331 0.711 9.713
N 10.083 -0.937 10.758
H 12.024 1.483 9.708
H 10.853 0.452 8.872
H 9.750 -1.191 9.848
H 9.764 -1.479 11.556
C 18.521 2.781 14.295
O 18.908 1.756 14.870
N 18.945 4.027 14.655
N 17.575 2.744 13.296
H 19.597 4.161 15.402
H 18.531 4.868 14.304
H 17.197 3.608 12.962
H 17.061 1.888 13.164
C 20.504 0.910 10.196
O 20.980 1.929 10.676
N 20.002 -0.108 10.993
N 20.543 0.591 8.860
H 20.006 0.061 11.981
H 19.633 -0.909 10.520
H 20.117 -0.237 8.488
H 20.860 1.261 8.186
C 15.891 -2.607 14.793
O 15.141 -1.614 14.814
N 17.075 -2.583 15.462
N 15.521 -3.771 14.195
H 17.631 -3.414 15.472
H 17.304 -1.792 16.061
H 14.631 -3.815 13.727
H 16.118 -4.573 14.180
C 15.470 -0.175 18.228
C 16.054 0.527 16.968
C 15.860 2.026 17.056
O 16.675 2.508 18.088
C 16.571 3.897 18.246
N 17.478 0.118 16.849
H 16.136 -0.063 19.079
H 15.374 -1.242 18.008
H 14.457 0.181 18.420
H 15.541 0.041 16.136
H 14.807 2.282 17.231
H 16.098 2.455 16.070
H 16.356 4.384 17.284
H 17.458 4.310 18.715
H 15.683 4.193 18.826
H 18.043 0.619 17.539
H 17.712 0.730 16.050
C 14.792 -2.329 6.981
C 13.954 -1.659 8.049
C 14.472 -1.792 9.472
O 14.848 -3.121 9.760
C 15.232 -3.306 11.106
N 13.828 -0.239 7.728
H 14.267 -2.514 6.047
H 15.323 -3.234 7.290
H 15.645 -1.693 6.695
H 12.939 -2.063 7.987
H 13.717 -1.385 10.164
H 15.340 -1.125 9.580
H 16.050 -2.627 11.392
H 15.672 -4.304 11.172
H 14.391 -3.196 11.798
H 13.177 0.224 8.358
H 14.702 0.272 7.861
C 15.697 3.661 4.651
C 16.822 2.754 5.093
C 16.405 1.593 5.964
O 16.022 2.042 7.257
C 17.088 2.253 8.162
N 17.430 2.183 3.856
H 14.878 3.153 4.149
H 16.087 4.455 4.007
H 15.303 4.235 5.499
H 17.664 3.270 5.574
H 17.250 0.897 6.090
H 15.578 1.001 5.567
H 17.649 3.188 8.040
H 17.743 1.378 8.162
H 16.623 2.369 9.142
H 17.957 2.881 3.350
H 18.044 1.405 4.067
C 10.282 5.621 13.404
C 11.346 4.854 12.605
C 12.575 4.515 13.446
O 13.624 4.146 12.558
C 14.707 3.581 13.234
N 10.745 3.652 11.994
H 9.626 6.082 12.666
H 10.717 6.323 14.109
H 9.645 4.873 13.882
H 11.701 5.458 11.764
H 12.346 3.732 14.178
H 12.938 5.400 13.987
H 15.439 3.209 12.505
H 14.480 2.668 13.800
H 15.282 4.271 13.869
H 10.766 2.871 12.655
H 11.437 3.324 11.315
C 14.305 4.910 9.142
C 13.125 3.925 9.111
C 12.742 3.440 7.724
O 12.480 4.569 6.915
C 11.922 4.177 5.668
N 13.377 2.774 9.987
H 15.045 4.608 8.396
H 14.772 4.975 10.124
H 14.005 5.931 8.889
H 12.263 4.486 9.491
H 11.821 2.847 7.841
H 13.518 2.779 7.312
H 11.005 3.598 5.814
H 12.645 3.566 5.118
H 11.709 5.099 5.132
H 14.283 2.350 9.772
H 13.534 3.080 10.955
C 12.893 2.593 19.286
C 11.982 1.696 18.486
C 12.352 1.650 17.002
O 11.468 0.755 16.347
C 11.988 0.223 15.153
N 11.808 0.376 19.088
H 13.927 2.403 18.960
H 12.884 2.526 20.369
H 12.779 3.652 19.033
H 10.972 2.120 18.406
H 13.367 1.295 16.781
H 12.188 2.648 16.575
H 12.845 -0.441 15.325
H 12.413 1.020 14.530
H 11.163 -0.248 14.634
H 12.664 -0.174 19.040
H 11.154 -0.138 18.504
C 12.421 -4.591 14.815
C 11.753 -3.833 13.682
C 10.427 -3.276 14.227
O 9.784 -2.579 13.146
C 8.535 -1.993 13.512
N 12.565 -2.671 13.256
H 12.675 -3.926 15.645
H 13.364 -5.081 14.582
H 11.771 -5.402 15.151
H 11.580 -4.460 12.808
H 10.632 -2.475 14.938
H 9.726 -4.054 14.539
H 7.863 -2.779 13.875
H 8.107 -1.568 12.609
H 8.681 -1.242 14.293
H 11.893 -2.121 12.718
H 12.842 -2.089 14.040
C 18.693 -3.151 7.615
C 18.250 -2.941 9.055
C 19.371 -3.268 10.021
O 19.024 -2.979 11.339
C 20.046 -3.321 12.268
N 17.847 -1.523 9.195
H 19.202 -4.117 7.526
H 19.468 -2.419 7.363
H 17.921 -3.072 6.854
H 17.347 -3.529 9.249
H 20.292 -2.754 9.698
H 19.532 -4.350 9.897
H 20.221 -4.399 12.216
H 19.683 -3.053 13.254
H 20.946 -2.764 11.998
H 16.968 -1.410 8.712
H 17.710 -1.260 10.165

Energy above the lowest of the compared OMol25 structures with the same formula, charge and spin (kJ/mol): 0.00
Frontier orbital gap (eV): 9.229
Electronic energy (Ha): -3438.3667
LUMO level (eV): 0.36
F_max (eV/A): 2.6
2S+1: 1

> F_max of number 1 (C36H96N3O11Si)?

0.8 eV/A

> Which value of electronic energy does entry 2 give?

-4145.2780 Ha

> What is the formula in the first record?

C36H96N3O11Si